(1)
The following is a DFT calculation (wB97M-V/def2-TZVPD) of a structure of composition C24H34N2O5.

## Properties
Highest occupied orbital energy: -7.709 eV
Energy relative to the best compared isomer or geometry (same formula, charge and spin): 26.713 eV
E: -38633.5477 eV

Structure (ORCA input):
```
! RIJCOSX wB97M-V def2-TZVPD def2/J DEFGRID3
* xyz 0 1
C 3.74559 4.89937 0.48789
C 4.05357 3.56122 -0.31485
C 4.55067 2.57514 0.59096
O 4.50586 2.58016 1.78739
C 4.86054 1.03047 -0.23217
H 4.28846 1.03048 -1.00175
C 6.26709 1.14180 -0.12158
C 6.82802 -0.01916 -1.02026
C 6.38403 -1.18827 -0.10684
N 5.04098 -1.26814 0.17529
C 4.19515 -1.96811 -0.42035
O 4.64565 -2.92425 -1.25604
C 2.80711 -2.33629 -0.27841
C 1.91544 -2.05216 -1.19155
C 0.51761 -2.22642 -1.14798
C -0.04186 -2.35940 0.39887
C 0.96211 -2.52625 1.39656
C 2.24663 -2.33224 1.21001
H 3.06838 -2.22015 1.90250
H 0.49801 -2.42393 2.45818
O -1.32832 -2.43171 0.52635
C -2.40773 -2.35069 -0.22544
C -3.54045 -2.96027 0.30920
C -4.16963 -2.11341 1.51245
N -4.39077 -0.68079 0.55025
C -5.59085 -0.44950 0.58897
O -6.59472 -1.34688 0.96874
C -5.85469 1.03481 -0.10770
C -7.46053 1.14339 -0.07237
O -7.49870 2.37867 -0.77218
C -8.86522 2.90663 -1.03607
H -9.46824 2.03465 -1.70245
H -9.33409 2.94456 0.01097
H -8.90061 3.62618 -1.52427
H -7.92080 0.31386 -0.73980
H -7.78754 1.42149 0.85670
H -5.43751 0.87310 -1.25217
H -5.41197 1.68566 0.76612
C -3.22405 -0.16010 0.29525
H -2.58402 -0.02361 1.18339
C -2.53386 -1.10358 -0.71013
H -3.47145 -1.01999 -1.45002
H -1.80823 -0.57956 -1.20571
H -3.47543 0.66672 -0.02704
H -3.48543 -1.99905 2.07821
H -4.88356 -2.63468 1.71681
H -4.20128 -3.34265 -0.48060
H -3.13746 -4.18486 0.72631
H -1.93720 -2.97952 -1.32833
H -0.25933 -2.12177 -1.82612
H 2.30431 -2.02369 -2.28383
C 4.51440 0.02598 0.73278
H 3.59590 -0.02591 0.80058
H 5.00589 0.03442 1.87330
H 6.82849 -2.23142 -0.35685
H 6.96338 -1.03453 1.17748
H 7.91150 -0.08301 -1.06892
H 6.33373 -0.16669 -1.83605
H 6.64125 2.20534 -0.91658
H 6.98455 1.41804 0.97122
H 4.67609 3.60400 -1.22015
H 3.00668 3.21420 -0.65221
H 4.68604 5.26356 0.74422
H 2.84892 4.74396 1.33442
H 3.32351 5.53482 -0.24460
*
```

From a Mulliken analysis of the wavefunction, the atomic charges in e read: number 1, C, carries -1.25; number 2, C, carries -0.35; number 3, C, carries 0.26; number 4, O, carries -0.55; number 5, C, carries -0.57; number 6, H, carries 0.98; number 7, C, carries -0.39; number 8, C, carries -0.91; number 9, C, carries -0.75; number 10, N, carries 0.30; number 11, C, carries 0.83; number 12, O, carries -0.76; number 13, C, carries 0.39; number 14, C, carries -0.75; number 15, C, carries -0.66; number 16, C, carries 0.93; number 17, C, carries -0.79; number 18, C, carries -0.35; number 19, H, carries 0.48; number 20, H, carries 0.20; number 21, O, carries -0.37; number 22, C, carries 0.49; number 23, C, carries -0.63; number 24, C, carries -2.12; number 25, N, carries 0.06; number 26, C, carries 0.51; number 27, O, carries -0.75; number 28, C, carries -0.44; number 29, C, carries -0.59; number 30, O, carries -0.31; number 31, C, carries -0.70; number 32, H, carries 0.20; number 33, H, carries 0.22; number 34, H, carries 0.38; number 35, H, carries 0.33; number 36, H, carries 0.42; number 37, H, carries 0.20; number 38, H, carries 0.27; number 39, C, carries -1.44; number 40, H, carries 0.17; number 41, C, carries -0.61; number 42, H, carries 0.20; number 43, H, carries 0.72; number 44, H, carries 1.11; number 45, H, carries 0.95; number 46, H, carries 0.77; number 47, H, carries 0.41; number 48, H, carries 0.31; number 49, H, carries 0.06; number 50, H, carries 0.50; number 51, H, carries 0.25; number 52, C, carries -1.83; number 53, H, carries 1.19; number 54, H, carries 0.08; number 55, H, carries 0.41; number 56, H, carries 0.26; number 57, H, carries 0.39; number 58, H, carries 0.53; number 59, H, carries 0.18; number 60, H, carries 0.24; number 61, H, carries 0.39; number 62, H, carries 0.25; number 63, H, carries 0.40; number 64, H, carries 0.22; number 65, H, carries 0.44


(2)
The following is a DFT calculation (wB97M-V/def2-TZVPD) of a cluster of 3 separate species, C24H34N3O5S in total.

## Properties
Highest occupied orbital energy (alpha / beta): -7.682 / -8.651 eV
E: -50975.7841 eV

Structure (ORCA input):
```
! RIJCOSX wB97M-V def2-TZVPD def2/J DEFGRID3
* xyz 0 2
C -4.31374 -2.57861 2.41486
C -2.99269 -3.20575 1.99193
S -2.18146 -2.46445 0.54412
C -1.88564 -0.73346 0.98449
C -0.56255 -0.40060 1.68095
C -0.32170 1.12045 1.63511
C 0.01525 1.81637 2.96174
C 0.71733 3.15165 2.66705
C -1.24101 2.05449 3.80775
N 0.94516 0.93704 3.72138
O 1.66879 1.49395 4.60735
C 0.61647 -0.49034 3.99595
C 1.89957 -1.28217 3.74878
C 0.19640 -0.63853 5.45973
C -0.51060 -0.99709 3.08707
H -4.28469 -1.49067 2.39629
H -4.56393 -2.87455 3.43476
H -5.12476 -2.89303 1.75892
H -2.29480 -3.26801 2.82325
H -3.16392 -4.22861 1.65257
H -2.72537 -0.35136 1.56888
H -1.92597 -0.21859 0.02236
H 0.22387 -0.89120 1.10047
H 0.48407 1.33009 0.93014
H -1.20530 1.62804 1.23645
H 0.68097 3.36239 1.60073
H 0.25343 3.98065 3.19975
H 1.76071 3.10690 2.96601
H -1.88315 2.77787 3.30235
H -0.95965 2.46115 4.77959
H -1.82341 1.14531 3.96104
H 2.19759 -1.22639 2.69971
H 1.74850 -2.33102 4.00948
H 2.71066 -0.88134 4.35473
H -0.09242 -1.67519 5.64464
H 1.01932 -0.37437 6.11931
H -0.65398 0.00210 5.69245
H -1.47766 -0.88082 3.58597
H -0.35547 -2.07151 2.98127
C 3.93309 0.66687 -3.86561
C 4.73025 0.78750 -2.73466
C 4.30965 1.56382 -1.66660
C 3.09118 2.21058 -1.76962
C 2.28152 2.11294 -2.88603
C 2.71304 1.32529 -3.94210
N 2.62540 3.02139 -0.62656
O 3.33029 3.06405 0.36008
O 1.55422 3.58651 -0.73547
H 4.26558 0.05258 -4.69254
H 5.67996 0.27281 -2.67915
H 4.90005 1.67416 -0.76957
H 1.33779 2.63690 -2.91632
H 2.08140 1.22595 -4.81382
C -1.41217 -3.03969 -5.80758
C -2.53111 -2.24708 -5.59038
C -2.41834 -0.86594 -5.59649
C -1.17102 -0.31297 -5.82244
C -0.04097 -1.07907 -6.04310
C -0.17170 -2.45847 -6.03388
N -1.04182 1.15800 -5.81674
O -2.04290 1.81213 -5.62375
O 0.06581 1.62939 -5.99488
H -1.50721 -4.11743 -5.79975
H -3.49535 -2.70323 -5.41259
H -3.26731 -0.22114 -5.42712
H 0.90873 -0.59756 -6.21979
H 0.69774 -3.07909 -6.20292
*
```

From a Mulliken analysis of the wavefunction, the atomic charges in e read: number 1, C, carries -1.12; number 2, C, carries -0.29; number 3, S, carries -0.10; number 4, C, carries -1.46; number 5, C, carries 1.01; number 6, C, carries -1.56; number 7, C, carries 2.06; number 8, C, carries -1.54; number 9, C, carries -2.01; number 10, N, carries 0.64; number 11, O, carries -0.68; number 12, C, carries 1.55; number 13, C, carries -1.89; number 14, C, carries -1.76; number 15, C, carries -1.96; number 16, H, carries 0.29; number 17, H, carries 0.31; number 18, H, carries 0.33; number 19, H, carries 0.23; number 20, H, carries 0.40; number 21, H, carries 0.45; number 22, H, carries 0.44; number 23, H, carries 0.35; number 24, H, carries 0.07; number 25, H, carries 0.53; number 26, H, carries 0.34; number 27, H, carries 0.31; number 28, H, carries 0.37; number 29, H, carries 0.49; number 30, H, carries 0.40; number 31, H, carries 0.38; number 32, H, carries 0.34; number 33, H, carries 0.43; number 34, H, carries 0.47; number 35, H, carries 0.40; number 36, H, carries 0.38; number 37, H, carries 0.37; number 38, H, carries 0.36; number 39, H, carries 0.63; number 40, C, carries -0.56; number 41, C, carries -0.42; number 42, C, carries -0.52; number 43, C, carries 0.14; number 44, C, carries -0.50; number 45, C, carries -0.13; number 46, N, carries 1.07; number 47, O, carries -0.59; number 48, O, carries -0.61; number 49, H, carries 0.40; number 50, H, carries 0.38; number 51, H, carries 0.48; number 52, H, carries 0.49; number 53, H, carries 0.39; number 54, C, carries -0.45; number 55, C, carries -0.43; number 56, C, carries -0.46; number 57, C, carries 0.18; number 58, C, carries -0.22; number 59, C, carries -0.49; number 60, N, carries 1.06; number 61, O, carries -0.61; number 62, O, carries -0.63; number 63, H, carries 0.39; number 64, H, carries 0.38; number 65, H, carries 0.47; number 66, H, carries 0.45; number 67, H, carries 0.37


(3)
The following is a DFT calculation (wB97M-V/def2-TZVPD) of a structure of composition C24H34N4O8PRuS2Te.

## Properties
Highest occupied orbital energy (alpha / beta): -7.741 / -8.189 eV
Energy relative to the best compared isomer or geometry (same formula, charge and spin): 3.112 eV
E: -88616.9879 eV

Structure (ORCA input):
```
! RIJCOSX wB97M-V def2-TZVPD def2/J DEFGRID3
* xyz 0 2
Ru -0.48333 0.08641 0.44226
N 1.73835 0.78186 0.98421
C 2.39033 1.93287 0.34704
C 2.05162 1.87713 -1.14118
C 0.62128 2.32515 -1.24593
O 0.30370 3.44340 -1.58036
O -0.31576 1.44675 -0.90257
H 1.64351 0.88265 1.99003
H 2.28720 -0.05647 0.82915
H 3.46936 1.93075 0.51669
H 1.98951 2.84280 0.79448
H 2.15363 0.84703 -1.48914
H 2.68534 2.53013 -1.73514
C -2.58363 0.22187 6.18004
C -2.39363 1.42761 5.29330
O -1.10830 1.36115 4.64218
P -0.84796 0.99065 3.12515
O 0.24546 -0.01325 2.97240
Te -2.75950 0.17401 1.97477
O -0.35948 2.35540 2.44886
C -1.11390 3.59235 2.57449
C -1.77367 3.96686 1.26907
H -3.52769 0.30216 6.72129
H -1.77292 0.14726 6.90408
H -2.60236 -0.69349 5.58795
H -2.39006 2.35788 5.86005
H -3.17828 1.49110 4.53644
H -0.37806 4.33505 2.87901
H -1.83685 3.48981 3.38569
H -1.04648 4.24063 0.50683
H -2.43648 4.81655 1.44818
H -2.37198 3.14111 0.88522
C -7.53446 0.66186 -1.30469
C -6.24427 1.46843 -1.25375
N -5.67348 1.73609 -2.56966
C -6.28660 2.80004 -3.36334
C -5.78595 4.17885 -2.95794
C -4.50811 1.20962 -3.02554
O -3.96216 1.58197 -4.05022
C -3.86874 0.11293 -2.21595
C -4.41995 -1.14861 -2.07656
C -3.69794 -2.10711 -1.39290
C -2.48467 -1.76105 -0.83283
N -1.94320 -0.53263 -0.94413
C -2.63558 0.37975 -1.65230
H -7.86566 0.41859 -0.29408
H -7.39143 -0.27135 -1.85075
H -8.33936 1.21328 -1.79149
H -5.50173 0.95523 -0.64636
H -6.42665 2.43015 -0.76732
H -7.36856 2.72218 -3.24816
H -6.04341 2.60994 -4.40539
H -6.03506 4.41469 -1.92191
H -6.23416 4.94645 -3.58994
H -4.70340 4.23228 -3.07477
H -5.39118 -1.37694 -2.49814
H -4.06566 -3.11505 -1.26157
H -1.92604 -2.48000 -0.25558
H -2.18261 1.35233 -1.74987
O -0.96919 -5.20074 2.88210
S -1.05315 -4.95421 1.47661
O -2.21574 -5.37455 0.74857
N -0.79613 -3.34765 1.15907
C 0.24550 -3.17341 0.42131
S 0.81923 -1.68747 -0.22080
C 1.02631 -4.41811 0.09464
C 2.19855 -4.57411 -0.62351
C 2.72458 -5.85470 -0.74430
C 2.09281 -6.94854 -0.15852
C 0.91276 -6.79139 0.55886
C 0.40553 -5.51294 0.66100
H 2.68964 -3.72239 -1.07489
H 3.64166 -6.00456 -1.29880
H 2.52788 -7.93411 -0.26181
H 0.41368 -7.63387 1.01884
*
```

From a Mulliken analysis of the wavefunction, the atomic charges in e read: number 1, Ru, carries 0.70; number 2, N, carries -0.43; number 3, C, carries -0.66; number 4, C, carries -0.52; number 5, C, carries 0.23; number 6, O, carries -0.62; number 7, O, carries -0.05; number 8, H, carries 0.24; number 9, H, carries 0.37; number 10, H, carries 0.40; number 11, H, carries 0.29; number 12, H, carries 0.23; number 13, H, carries 0.38; number 14, C, carries -1.21; number 15, C, carries -0.26; number 16, O, carries -0.31; number 17, P, carries 0.87; number 18, O, carries -0.85; number 19, Te, carries -0.26; number 20, O, carries -0.16; number 21, C, carries -0.30; number 22, C, carries -0.66; number 23, H, carries 0.39; number 24, H, carries 0.32; number 25, H, carries 0.27; number 26, H, carries 0.31; number 27, H, carries 0.33; number 28, H, carries 0.31; number 29, H, carries 0.23; number 30, H, carries 0.20; number 31, H, carries 0.42; number 32, H, carries -0.06; number 33, C, carries -1.15; number 34, C, carries -0.47; number 35, N, carries 0.27; number 36, C, carries -0.67; number 37, C, carries -1.11; number 38, C, carries 0.31; number 39, O, carries -0.65; number 40, C, carries -0.33; number 41, C, carries -0.11; number 42, C, carries -1.22; number 43, C, carries 0.01; number 44, N, carries 0.42; number 45, C, carries -0.50; number 46, H, carries 0.41; number 47, H, carries 0.20; number 48, H, carries 0.35; number 49, H, carries 0.22; number 50, H, carries 0.37; number 51, H, carries 0.31; number 52, H, carries 0.41; number 53, H, carries 0.30; number 54, H, carries 0.39; number 55, H, carries 0.30; number 56, H, carries 0.61; number 57, H, carries 0.57; number 58, H, carries 0.21; number 59, H, carries 0.74; number 60, O, carries -0.66; number 61, S, carries 1.12; number 62, O, carries -0.65; number 63, N, carries -0.53; number 64, C, carries 1.35; number 65, S, carries -0.39; number 66, C, carries 0.16; number 67, C, carries -0.58; number 68, C, carries -0.69; number 69, C, carries -0.48; number 70, C, carries -0.66; number 71, C, carries -0.03; number 72, H, carries 0.46; number 73, H, carries 0.39; number 74, H, carries 0.39; number 75, H, carries 0.44